A cluster of 6 separate species, H12O6 in total. Source: the Open Molecules 2025 dataset; level of theory: ωB97M-V/def2-TZVPD.

```
! wB97M-V def2-TZVPD RIJCOSX def2/J DEFGRID3
* xyz 0 1
O 0.951 0.141 1.044
H 1.859 -0.131 0.876
H 0.462 -0.003 0.235
O 2.557 -0.070 -2.767
H 2.493 0.201 -1.867
H 2.063 -0.888 -2.883
O -1.195 -0.006 -0.603
H -1.434 -0.587 0.092
H -2.000 0.553 -0.667
O -1.256 -0.127 3.354
H -1.545 0.133 4.201
H -0.643 0.561 3.129
O 0.093 -2.256 -2.603
H -0.308 -1.437 -2.283
H -0.283 -2.355 -3.480
O -0.585 2.267 1.714
H -1.350 2.291 1.107
H 0.128 1.717 1.394
*
```

Summary:
HOMO energy = -10.921 eV
HOMO-LUMO gap = 11.0 eV
Energy relative to the best compared isomer or geometry (same formula, charge and spin) = 30.51 kcal per mole
Structure (SMILES) = O.O.O.O.O.O
M = 108.09 Da

---

A cluster of 11 separate species, C28H62Cl16O6 in total. Source: the Open Molecules 2025 dataset; level of theory: ωB97M-V/def2-TZVPD.

```
! wB97M-V def2-TZVPD RIJCOSX def2/J DEFGRID3
* xyz 0 1
C 0.034 3.023 -1.330
O -0.562 1.795 -0.956
C -0.375 1.521 0.419
C -0.913 0.167 0.743
O -0.027 -0.793 0.208
C -0.368 -2.100 0.575
H -0.254 3.817 -0.632
H -0.259 3.265 -2.348
H 1.124 2.919 -1.299
H -0.820 2.330 1.016
H 0.705 1.518 0.650
H -1.905 0.080 0.272
H -1.082 0.057 1.822
H -1.420 -2.389 0.501
H -0.031 -2.332 1.599
H 0.168 -2.787 -0.084
C 2.135 -0.422 3.201
O 3.362 -0.451 2.522
C 4.350 -1.105 3.270
C 5.626 -1.190 2.478
O 6.072 0.101 2.123
C 7.464 0.165 1.923
H 1.483 0.305 2.714
H 2.172 -0.116 4.254
H 1.643 -1.405 3.156
H 4.066 -2.152 3.487
H 4.537 -0.633 4.245
H 5.423 -1.745 1.546
H 6.368 -1.792 3.014
H 7.785 -0.512 1.116
H 8.031 -0.149 2.808
H 7.701 1.186 1.640
C -5.842 6.846 -3.415
O -5.424 5.583 -2.965
C -4.099 5.283 -3.343
C -3.697 3.993 -2.695
O -3.767 4.155 -1.290
C -3.574 2.924 -0.628
H -5.415 7.636 -2.789
H -6.931 6.872 -3.354
H -5.607 7.007 -4.475
H -3.416 6.067 -2.984
H -4.016 5.178 -4.433
H -2.661 3.743 -2.961
H -4.376 3.185 -3.002
H -2.788 2.335 -1.111
H -4.520 2.369 -0.604
H -3.275 3.122 0.402
Cl 5.939 4.746 3.926
C 4.312 4.280 3.356
C 4.419 3.060 2.483
Cl 2.962 2.873 1.491
H 3.898 5.125 2.813
H 3.702 4.106 4.238
H 4.571 2.151 3.056
H 5.264 3.207 1.815
Cl -2.747 -7.681 1.538
C -3.002 -7.082 -0.128
C -1.717 -6.737 -0.805
Cl -0.885 -5.391 0.001
H -3.686 -6.239 -0.094
H -3.478 -7.892 -0.680
H -1.935 -6.391 -1.816
H -1.033 -7.578 -0.865
Cl -2.889 -3.935 2.599
C -1.468 -4.349 3.579
C -1.767 -5.371 4.637
Cl -2.988 -4.809 5.811
H -1.033 -3.442 3.990
H -0.750 -4.791 2.884
H -0.847 -5.567 5.186
H -2.130 -6.295 4.197
Cl -1.678 0.249 -5.322
C -0.612 -0.053 -3.928
C -1.366 -0.495 -2.720
Cl -2.127 -2.125 -2.922
H -0.132 0.897 -3.684
H 0.158 -0.751 -4.244
H -2.188 0.192 -2.535
H -0.730 -0.576 -1.848
Cl 5.402 -0.759 -1.886
C 4.067 0.018 -0.978
C 2.824 0.148 -1.780
Cl 2.873 1.503 -2.966
H 4.429 0.991 -0.663
H 3.853 -0.605 -0.121
H 1.992 0.377 -1.111
H 2.544 -0.730 -2.354
Cl 2.940 -6.448 2.300
C 2.954 -5.709 0.674
C 2.645 -4.234 0.828
Cl 2.816 -3.418 -0.751
H 2.171 -6.217 0.117
H 3.911 -5.897 0.200
H 3.412 -3.800 1.465
H 1.639 -4.096 1.207
Cl -4.300 0.263 1.777
C -6.011 -0.213 1.576
C -6.382 -1.362 2.469
Cl -6.358 -0.897 4.192
H -6.182 -0.468 0.531
H -6.592 0.676 1.808
H -5.704 -2.202 2.345
H -7.398 -1.684 2.245
Cl -0.968 5.642 -3.982
C 0.408 5.025 -4.963
C 0.005 3.726 -5.595
Cl 1.392 3.030 -6.466
H 1.247 4.883 -4.288
H 0.623 5.791 -5.699
H -0.809 3.855 -6.303
H -0.302 3.003 -4.843
*
```

Summary:
HOMO energy = -9.395 eV
HOMO-LUMO gap = 9.7 eV
Energy relative to the best compared isomer or geometry (same formula, charge and spin) = 0.00 kcal per mole
Structure (SMILES) = COCCOC.COCCOC.COCCOC.ClCCCl.ClCCCl.ClCCCl.ClCCCl.ClCCCl.ClCCCl.ClCCCl.ClCCCl
M = 1062.05 Da

---

A structure of composition C33H24Co2NO7P. Source: the Open Molecules 2025 dataset; level of theory: ωB97M-V/def2-TZVPD.

```
! wB97M-V def2-TZVPD RIJCOSX def2/J DEFGRID3
* xyz -4 1
C 0.627 0.994 -0.677
N 0.148 -0.057 -1.349
O 0.687 -1.201 -1.192
O -0.842 0.094 -2.135
H 0.173 1.962 -0.862
H 1.491 0.841 -0.041
O 0.507 2.279 2.184
C -0.074 3.005 2.883
Co -1.013 4.007 3.976
C -1.258 5.541 3.186
O -1.415 6.535 2.601
C -2.496 3.075 4.064
O -3.428 2.389 4.137
C -0.209 3.966 5.834
C 0.308 2.648 5.954
C -0.279 1.424 6.126
C 0.200 0.158 5.626
C -0.649 -0.972 5.742
C -0.209 -2.230 5.358
C 1.080 -2.376 4.815
C 1.900 -1.258 4.629
C 1.457 0.002 5.011
Co 1.523 3.885 5.430
C 2.744 3.146 4.391
O 3.554 2.828 3.614
C 1.752 5.560 5.022
O 1.817 6.679 4.717
P 2.713 4.107 7.251
C 4.370 3.355 7.101
C 4.760 2.273 7.899
C 5.941 1.588 7.618
C 6.755 2.010 6.563
C 6.419 3.148 5.818
C 5.230 3.823 6.093
C 3.076 5.802 7.842
C 4.382 6.254 8.071
C 4.623 7.599 8.355
C 3.550 8.487 8.473
C 2.234 8.028 8.339
C 2.000 6.691 8.007
C 1.987 3.273 8.708
C 1.657 3.960 9.884
C 0.899 3.326 10.866
C 0.459 2.014 10.674
C 0.823 1.305 9.523
C 1.627 1.923 8.571
H -0.648 4.543 6.648
H -1.268 1.415 6.600
H -1.660 -0.794 6.126
H -0.874 -3.091 5.453
H 1.425 -3.359 4.494
H 2.881 -1.352 4.160
H 2.040 0.905 4.820
H 4.140 1.956 8.728
H 6.211 0.721 8.221
H 7.654 1.448 6.312
H 7.068 3.505 5.014
H 4.986 4.720 5.523
H 5.219 5.569 8.005
H 5.650 7.948 8.473
H 3.737 9.545 8.663
H 1.388 8.707 8.473
H 0.975 6.342 7.882
H 1.982 4.986 10.019
H 0.637 3.871 11.773
H -0.180 1.538 11.417
H 0.474 0.283 9.350
H 1.928 1.367 7.682
*
```

Summary:
HOMO energy = 5.676 eV
HOMO-LUMO gap = 1.9 eV
Energy relative to the best compared isomer or geometry (same formula, charge and spin) = 0.00 kcal per mole
M = 695.39 Da

---

An isolated molecule of C4H6IN3. Source: the Open Molecules 2025 dataset; level of theory: ωB97M-V/def2-TZVPD.

```
! wB97M-V def2-TZVPD RIJCOSX def2/J DEFGRID3
* xyz 0 1
C -1.094 -0.945 1.568
C -0.627 0.230 -0.147
C 0.504 -0.398 0.232
C -0.883 1.193 -1.239
N -1.604 -0.107 0.736
N 0.246 -1.126 1.321
N 2.088 -0.370 -0.200
I 2.582 1.490 -0.850
H -1.494 -1.216 2.601
H 0.055 1.517 -1.789
H -1.497 0.695 -2.028
H -1.460 2.001 -0.819
H 0.879 -1.886 1.612
H 2.303 -1.077 -0.997
*
```

Summary:
HOMO energy = -8.606 eV
HOMO-LUMO gap = 8.4 eV
Energy relative to the best compared isomer or geometry (same formula, charge and spin) = 6.47 kcal per mole
Structure (SMILES) = Cc1nc[nH]c1NI
M = 223.02 Da

---

An isolated molecule of C2H5O2P. Source: the Open Molecules 2025 dataset; level of theory: ωB97M-V/def2-TZVPD.

```
! wB97M-V def2-TZVPD RIJCOSX def2/J DEFGRID3
* xyz 0 1
C 1.778 -0.877 0.004
C -1.367 -0.406 0.646
O 1.919 -1.962 -0.319
O -0.259 0.101 -0.018
P 1.439 0.739 0.448
H -1.089 -0.946 1.558
H -1.891 -1.094 -0.027
H -2.043 0.412 0.918
H 1.177 1.349 -0.764
H 2.892 0.928 0.254
*
```

Summary:
HOMO energy = -8.643 eV
HOMO-LUMO gap = 8.4 eV
Energy relative to the best compared isomer or geometry (same formula, charge and spin) = 76.41 kcal per mole
Structure (SMILES) = CO[PH2]=C=O
M = 92.03 Da

---

- The lowest M belongs to which entry?
  C2H5O2P

---

Please write out number 1 again, unchanged.
A cluster of 6 separate species, H12O6 in total. Source: the Open Molecules 2025 dataset; level of theory: ωB97M-V/def2-TZVPD.

```
! wB97M-V def2-TZVPD RIJCOSX def2/J DEFGRID3
* xyz 0 1
O 0.951 0.141 1.044
H 1.859 -0.131 0.876
H 0.462 -0.003 0.235
O 2.557 -0.070 -2.767
H 2.493 0.201 -1.867
H 2.063 -0.888 -2.883
O -1.195 -0.006 -0.603
H -1.434 -0.587 0.092
H -2.000 0.553 -0.667
O -1.256 -0.127 3.354
H -1.545 0.133 4.201
H -0.643 0.561 3.129
O 0.093 -2.256 -2.603
H -0.308 -1.437 -2.283
H -0.283 -2.355 -3.480
O -0.585 2.267 1.714
H -1.350 2.291 1.107
H 0.128 1.717 1.394
*
```

Summary:
HOMO energy = -10.921 eV
HOMO-LUMO gap = 11.0 eV
Energy relative to the best compared isomer or geometry (same formula, charge and spin) = 30.51 kcal per mole
Structure (SMILES) = O.O.O.O.O.O
M = 108.09 Da

---

- What is the energy relative to the best compared isomer or geometry (same formula, charge and spin) in the first record?
  30.51 kcal per mole

---

- Number 3 is which compound?
  C33H24Co2NO7P